[1]
This record from the Open Molecules 2025 dataset describes a structure of composition C10H30BF4KO5. The level of theory is ωB97M-V with the def2-TZVPD basis set.

```
51
Properties=species:S:1:pos:R:3:forces:R:3
K -28.722 1.011 12.674 0.6602 -0.1374 0.0090
B -25.382 -0.177 13.239 0.0229 -0.0090 0.2303
F -25.197 -1.529 12.848 -0.2429 0.1416 0.0509
F -25.824 0.556 12.110 0.1193 0.0589 -0.1142
F -26.433 -0.088 14.194 0.0538 -0.0190 -0.0832
F -24.209 0.339 13.772 -0.1771 0.0996 -0.1893
C -25.567 4.273 11.529 0.0862 -0.1083 -0.0489
C -26.298 4.340 12.873 0.2577 -0.0963 -0.7589
O -26.820 3.074 13.244 -0.0715 0.0515 0.3804
H -25.532 5.241 11.024 -0.0663 0.0547 0.1277
H -26.093 3.563 10.887 -0.0017 0.0426 -0.0021
H -24.535 3.930 11.624 -0.0782 -0.1074 0.1095
H -27.152 5.009 12.747 -0.0373 0.0245 0.3233
H -25.626 4.712 13.649 -0.1699 0.2214 0.0930
H -26.087 2.532 13.560 -0.0428 -0.2117 -0.1442
C -27.719 -3.708 10.781 -0.0661 0.0941 -0.1351
C -28.106 -2.239 10.972 0.1385 -0.4334 -0.1423
O -27.910 -1.786 12.300 -0.0695 0.0451 -0.1662
H -27.970 -4.299 11.661 -0.0260 0.0606 0.0641
H -26.650 -3.795 10.589 0.0209 -0.0758 0.1379
H -28.245 -4.147 9.929 0.0424 0.0878 -0.0151
H -29.162 -2.093 10.736 -0.0296 0.0413 0.0476
H -27.508 -1.644 10.273 -0.1480 0.1647 0.0079
H -26.947 -1.780 12.460 -0.0834 -0.0060 0.2325
C -30.056 3.256 14.783 0.6290 0.1929 -0.3642
C -30.350 4.188 13.626 -0.0972 0.0681 -0.0952
O -29.999 3.565 12.371 -0.0818 0.0639 0.4078
H -30.280 3.752 15.726 -0.3382 -0.1510 0.0344
H -28.982 3.049 14.815 -0.0736 -0.1288 -0.0792
H -30.607 2.322 14.666 -0.0991 0.0137 0.2422
H -29.781 5.114 13.729 0.0048 -0.0179 0.0943
H -31.413 4.448 13.613 0.0344 -0.0007 -0.0696
H -29.666 4.264 11.801 -0.0170 -0.1382 -0.1068
C -32.039 -1.506 15.063 -0.5379 0.1782 -0.1537
C -30.730 -0.928 15.529 0.5522 0.1265 0.1670
O -29.790 -0.781 14.457 -0.3936 -0.0378 0.2060
H -32.343 -1.007 14.139 0.0582 -0.1073 -0.0214
H -32.843 -1.317 15.778 0.1269 -0.0993 0.1358
H -31.992 -2.580 14.888 0.0788 -0.0170 -0.0690
H -30.275 -1.526 16.325 -0.0819 -0.0620 -0.0367
H -30.863 0.068 15.954 -0.0617 0.0531 -0.1518
H -29.494 -1.661 14.198 0.2925 0.1002 -0.2028
C -29.998 2.339 9.014 0.1045 0.1205 -0.3217
C -28.596 2.786 9.360 0.3391 -0.2703 0.1271
O -27.882 1.763 10.068 -0.2991 0.0958 -0.0926
H -30.488 1.927 9.893 -0.1187 0.0466 0.0249
H -29.972 1.587 8.225 -0.0206 -0.1090 0.1048
H -30.574 3.184 8.628 -0.0687 -0.0330 0.1280
H -28.607 3.657 10.017 -0.0271 0.0888 -0.0416
H -28.031 3.053 8.465 -0.0912 0.1526 -0.0350
H -27.228 1.377 9.481 0.0955 -0.1126 0.1540
```
Positions in Å, forces in eV/Å.

Calculated values
* E: -48973.368 eV
* strongest force on any atom: 0.0157 hartree/bohr
* ΔE to the lowest compared entry with this formula, charge and spin: 0.00 kcal/mol

Results of the Mulliken charge analysis, in e, for atoms 1 through 5: atom 1 (K): 0.613, atom 2 (B): 0.231, atom 3 (F): -0.436, atom 4 (F): -0.215, atom 5 (F): -0.324

***

[2]
This record from the Open Molecules 2025 dataset describes a structure of composition C10H30ClIO3P3Tb at a distorted geometry. The level of theory is ωB97M-V with the def2-TZVPD basis set.

```
49
Properties=species:S:1:pos:R:3:forces:R:3
C -1.118 1.429 -1.061 -0.9182 -3.9872 -1.2260
I 2.177 2.128 0.993 2.5313 -3.6690 0.3221
H -1.427 1.240 -2.144 0.2461 -0.1752 1.6799
H -1.953 1.973 -0.553 1.3344 -0.1545 -0.2720
H -1.156 0.382 -0.624 0.3192 0.5414 0.1846
Tb 0.879 -1.236 -0.878 1.0910 3.2465 0.3781
P 0.439 2.412 -1.264 -1.3450 5.4652 0.4516
C 0.117 3.718 -0.002 0.0644 1.1054 1.0578
C 1.844 3.451 -2.180 1.5651 -1.1619 -0.5590
H 1.476 4.447 -2.461 -0.5500 -0.6228 0.4115
H -0.424 4.186 -2.721 -0.0396 0.3552 -0.4059
H 2.091 2.912 -3.100 0.0526 0.1087 0.1406
H -0.585 2.555 -3.443 -0.0953 0.2044 -0.3015
H 0.821 3.629 0.877 -2.0935 1.0664 -1.4557
H 2.761 3.601 -1.589 -0.5308 -0.6139 0.1548
C -0.700 3.164 -2.546 -0.1297 0.4657 -0.2717
H 0.377 4.678 -0.464 -0.6668 -0.0677 -0.0266
H -1.746 3.137 -2.227 0.2808 0.3161 -0.3509
H -0.897 3.661 0.405 -0.0010 0.2970 -0.4420
P 0.231 -3.667 -1.299 0.3493 -1.0248 -0.0424
C -0.182 -4.641 0.163 -0.6044 -0.1522 -0.0151
C -0.813 -3.938 -2.713 -0.4569 -0.3475 -0.2261
H 2.289 -3.362 -2.599 -0.1739 -0.5409 0.2862
H 2.000 -5.091 -2.134 0.2649 0.1344 -0.0216
H 2.637 -3.926 -0.917 -0.2168 -0.2420 -0.3981
C 1.966 -4.053 -1.791 -0.0818 0.4364 0.2168
H -0.571 -3.216 -3.490 0.0990 0.0409 0.0130
H -0.690 -4.940 -3.109 -0.0837 -0.2162 -0.0480
H -0.306 -5.697 -0.129 0.0018 0.3194 0.4199
H -1.140 -4.222 0.566 0.7868 -0.5797 -0.1981
H -1.849 -3.783 -2.413 -0.1027 -0.0848 -0.0566
H 0.628 -4.526 0.908 -0.4432 -0.1494 -0.3084
Cl 0.947 -0.821 -3.412 -0.1091 0.0666 1.1743
C -2.379 2.133 2.599 0.1069 0.1713 0.1650
O -1.538 1.272 1.770 0.1895 -2.2343 -0.5325
P -1.429 -0.364 1.960 0.5575 2.1570 1.6860
O -1.180 -0.444 3.533 0.4123 0.0985 -1.5192
C -0.272 0.481 4.262 0.2682 0.0423 0.4319
O 0.554 -0.913 1.321 -1.3364 0.0046 -0.8159
C 1.327 -1.549 2.334 0.6593 -0.6436 0.5318
H -3.013 2.725 1.914 0.5730 -0.1347 0.3884
H -1.680 2.733 3.205 -0.6258 -0.0134 -0.3134
H -3.051 1.550 3.239 0.2591 0.0290 -0.0324
H 0.438 1.097 3.632 -1.1626 -0.7767 0.2443
H -0.912 1.122 4.900 0.5127 -0.4484 -0.3946
H 0.311 -0.233 4.855 -0.1410 0.5692 0.1495
H 2.290 -1.995 1.975 -0.6424 0.4271 -0.3251
H 1.633 -0.801 3.065 -0.0740 -0.2178 0.0717
H 0.777 -2.395 2.789 0.0994 0.5899 -0.0009
```
Positions in Å, forces in eV/Å.

Calculated values
* E: -87905.670 eV
* spin multiplicity: 7
* total charge: +2
* strongest force on any atom: 0.1098 hartree/bohr
* ΔE to the lowest compared entry with this formula, charge and spin: 0.00 kcal/mol

Results of the Mulliken charge analysis, in e, for atoms 1 through 5: atom 1 (C): -0.873, atom 2 (I): -0.381, atom 3 (H): 0.585, atom 4 (H): 0.502, atom 5 (H): -0.262

***

[3]
This record from the Open Molecules 2025 dataset describes a cluster of 6 separate species, C10H30ClO9S5 in total at a distorted geometry. The level of theory is ωB97M-V with the def2-TZVPD basis set.

```
55
Properties=species:S:1:pos:R:3:forces:R:3
Cl -28.375 27.036 17.856 0.7609 3.1100 1.1836
O -28.713 25.725 17.474 -1.0503 -2.2516 0.1000
O -27.264 27.061 18.767 0.2411 -0.9038 1.3853
O -27.872 27.712 16.706 -0.6320 1.0107 -1.6153
O -29.502 27.758 18.480 0.8130 -1.1054 -0.9412
C -27.708 24.537 14.743 -0.0540 1.5899 -0.3696
S -25.999 24.265 14.126 0.8778 0.8529 0.1438
O -25.597 25.177 12.968 -1.2113 -0.9698 1.1162
C -25.166 25.109 15.529 0.1130 0.0070 -0.3579
H -28.012 24.066 15.678 0.5300 -0.6945 -0.2266
H -28.440 24.391 13.949 0.2166 -0.3933 -0.0389
H -27.777 25.589 15.020 0.0761 0.2640 -0.1929
H -25.461 24.749 16.514 -0.0533 -0.0987 -0.1657
H -25.335 26.182 15.441 -0.5313 -0.0573 -0.0350
H -24.095 25.001 15.356 -0.0174 -0.4109 0.0842
C -25.449 26.043 22.293 -0.3177 -0.3876 0.3352
S -26.549 24.603 22.715 -1.8943 1.5319 1.1149
O -27.384 25.025 23.953 1.5276 -0.6437 -1.8278
C -27.666 24.874 21.284 0.2707 0.2354 -0.1713
H -25.898 26.961 22.674 -0.2814 -0.1783 0.0327
H -25.333 26.137 21.214 0.1233 -0.1718 0.0510
H -24.503 25.890 22.813 0.0183 -0.0635 -0.1834
H -28.019 25.905 21.298 0.1309 0.0378 0.1418
H -28.539 24.224 21.237 0.2445 -0.2567 0.4921
H -27.090 24.740 20.368 -0.0425 0.0938 0.0978
C -28.659 31.207 14.943 0.3215 0.8043 0.6714
S -29.066 32.724 15.929 -0.6738 -0.7836 -1.1594
O -29.543 33.692 14.876 -0.0320 -0.2140 0.8865
C -30.585 32.111 16.856 0.8784 0.8167 -0.9622
H -27.807 31.506 14.333 0.2639 0.0502 0.3403
H -29.399 30.913 14.198 -0.5262 0.0227 0.6110
H -28.374 30.455 15.679 -0.0809 -0.3793 -0.3426
H -30.951 33.018 17.338 -0.0676 -0.0601 -0.0051
H -30.354 31.357 17.608 0.0666 -0.1265 -0.3214
H -31.264 31.813 16.057 -0.1236 -0.2534 0.3174
C -26.738 22.731 18.690 1.6563 -0.1485 -0.9522
S -25.250 22.752 19.835 -0.5968 -3.1103 0.3325
O -24.668 21.321 19.752 -0.7554 2.1607 0.0897
C -24.093 23.836 19.046 -0.0883 0.6135 -0.3888
H -27.636 22.225 19.044 0.2189 0.5540 0.7914
H -26.410 22.088 17.874 0.2812 -0.0144 -0.1621
H -26.873 23.725 18.263 -0.5035 0.0805 0.3312
H -23.414 24.166 19.832 0.0108 -0.1387 0.0035
H -24.658 24.709 18.717 0.0980 0.1565 -0.1491
H -23.520 23.390 18.234 -0.2888 -0.1667 -0.0207
C -31.555 26.839 21.184 -0.1087 -0.6897 0.7537
S -33.020 25.801 21.763 2.8861 -0.4123 1.2547
O -32.555 24.374 21.858 -0.5805 0.1562 -1.0950
C -32.780 26.203 23.515 -1.1106 1.1646 0.5718
H -30.651 26.625 21.754 -0.2299 -0.6184 0.4661
H -31.766 27.869 21.472 -0.2938 0.1645 -0.8419
H -31.252 26.595 20.166 -0.6455 0.5662 -0.2327
H -31.852 25.873 23.982 0.1087 -0.3519 -0.7433
H -33.623 25.739 24.026 0.0744 -0.2239 0.0025
H -32.881 27.268 23.727 -0.0167 0.2346 -0.2003
```
Positions in Å, forces in eV/Å.

Calculated values
* E: -95972.455 eV
* total charge: -1
* strongest force on any atom: 0.0664 hartree/bohr
* ΔE to the lowest compared entry with this formula, charge and spin: 19.43 kcal/mol

Results of the Mulliken charge analysis, in e, for atoms 1 through 5: atom 1 (Cl): 1.703, atom 2 (O): -0.630, atom 3 (O): -0.672, atom 4 (O): -0.720, atom 5 (O): -0.668

***

[4]
This record from the Open Molecules 2025 dataset describes a structure of composition C10H30GaGeN2O6SSi3Te at a distorted geometry. The level of theory is ωB97M-V with the def2-TZVPD basis set.

```
55
Properties=species:S:1:pos:R:3:forces:R:3
Ga -3.068 -0.392 2.486 -0.6639 -0.3751 0.0100
N -1.279 -0.704 3.708 0.1910 -1.0560 -0.7074
N -1.100 0.547 4.215 1.4454 -0.0432 1.8219
C -1.585 1.649 3.580 -0.9137 0.9588 -1.2744
O -1.230 2.757 3.987 -0.3141 -0.4400 -0.4119
O -2.392 1.391 2.551 1.0243 0.5148 1.6031
H -1.497 -1.423 4.407 -0.2675 0.4288 -0.3829
H -0.574 -0.996 3.039 0.3671 -0.0227 0.0994
H -0.389 0.677 4.938 -0.4768 0.2166 -0.6322
O -3.817 -1.666 -0.915 0.1410 0.6607 0.2252
S -3.187 -0.623 -0.135 1.9628 1.1189 1.4344
O -2.262 0.297 -0.899 -2.4332 -1.1981 0.1708
O -4.113 0.211 0.754 0.7711 -1.3195 -1.0512
O -2.200 -1.247 0.964 -1.6828 0.4215 -1.0116
C 0.340 3.518 -0.279 0.5029 0.6488 0.5876
Si 0.042 2.154 -1.512 -0.6895 -1.0180 -0.4015
C -1.593 2.582 -2.384 0.1672 0.6368 -0.5353
C 1.395 1.816 -2.800 -0.0612 0.8663 -0.3267
Ge -0.026 0.023 -0.604 0.5041 0.0831 1.7616
Si 1.933 -0.083 0.834 -0.9921 0.1577 -1.6149
C 1.882 1.359 2.023 0.3144 -0.3144 0.5941
C 2.127 -1.738 1.726 0.2874 0.1523 0.6536
C 3.409 0.177 -0.367 0.7694 -0.2975 0.6597
Si -0.079 -1.978 -1.750 -0.2389 1.0514 0.3456
C -1.429 -1.960 -3.071 -0.0876 -0.7138 -0.4039
C 1.613 -2.000 -2.578 0.2279 -0.1383 -0.8524
C -0.272 -3.413 -0.546 0.0463 -0.4986 0.2586
H -0.144 4.453 -0.598 0.0156 -0.2172 -0.0009
H 1.410 3.749 -0.181 -0.0809 -0.0655 0.0424
H -0.028 3.286 0.739 0.0321 -0.0242 -0.5803
H -1.430 3.468 -3.052 -0.0798 -0.5401 0.3234
H -2.360 2.887 -1.640 0.4290 -0.4993 -0.4490
H -1.947 1.732 -3.003 0.0419 0.5456 0.4995
H 1.728 2.739 -3.266 0.2791 0.3674 -0.3242
H 0.922 1.226 -3.600 0.2136 -0.0957 0.2972
H 2.280 1.315 -2.394 -0.4010 0.0196 -0.1242
H 0.906 1.716 2.335 -0.2631 -0.0922 -0.1725
H 2.430 2.196 1.617 0.1769 0.3679 -0.1804
H 2.391 1.053 2.935 0.2492 0.0761 0.3467
H 1.173 -2.193 1.991 -0.1404 0.0087 -0.1953
H 2.654 -1.599 2.687 0.0837 -0.0868 -0.3237
H 2.684 -2.451 1.114 -0.0054 0.0000 0.0294
H 3.625 1.245 -0.509 -0.1628 -0.1976 -0.0937
H 3.230 -0.308 -1.327 -0.1090 0.2243 0.1097
H 4.338 -0.286 -0.001 0.0730 0.1241 0.1392
H -1.889 -0.984 -3.295 0.3992 -0.3483 0.2197
H -2.244 -2.631 -2.757 0.1522 0.2915 -0.0376
H -0.991 -2.402 -3.988 -0.2442 0.2603 0.1347
H 2.068 -1.011 -2.792 -0.5674 -0.5601 0.1942
H 1.436 -2.480 -3.551 0.4230 -0.1736 -0.0297
H 2.337 -2.581 -2.007 0.1040 -0.1118 -0.0237
H -1.017 -3.208 0.248 0.3438 0.1245 -0.4932
H 0.683 -3.687 -0.061 -0.2668 0.2558 -0.1570
H -0.609 -4.313 -1.070 -0.0356 -0.0455 -0.0686
Te -4.284 -1.865 4.054 -0.5609 -0.0893 0.2985
```
Positions in Å, forces in eV/Å.

Calculated values
* E: -176780.802 eV
* spin multiplicity: 2
* total charge: -2
* strongest force on any atom: 0.0528 hartree/bohr
* ΔE to the lowest compared entry with this formula, charge and spin: 0.00 kcal/mol

Results of the Mulliken charge analysis, in e, for atoms 1 through 5: atom 1 (Ga): 0.260, atom 2 (N): -0.232, atom 3 (N): -0.276, atom 4 (C): 0.587, atom 5 (O): -0.776